Entry 1:
{
  "formula": "C3H3FO",
  "method": "the ωB97M-V functional and the def2-TZVPD basis",
  "orbital_gap_ev": 9.77,
  "lumo_energy_ev": 0.44,
  "e_tot_ha": -291.12296,
  "e_above_lowest_ev": 1.4349,
  "elements": ["C", "C", "C", "O", "F", "H", "H", "H"],
  "positions_angstrom": [[-1.51, -2.08, 0.05], [-0.17, -0.59, -0.13], [0.12, -0.02, 1.04], [-1.11, -2.87, 0.79], [0.69, -0.80, 1.98], [0.36, -1.42, -0.45], [-0.90, -0.15, -0.76], [-0.15, 1.03, 1.40]]
}

=====

Entry 2:
{
  "formula": "C14H23N2PSTc",
  "method": "the ωB97M-V functional and the def2-TZVPD basis",
  "total_charge": 2,
  "orbital_gap_ev": [6.54, 5.90],
  "lumo_energy_ev": [-7.93, -9.17],
  "e_tot_ha": -1476.38849,
  "multiplicity": 4,
  "e_above_lowest_ev": 0.0906,
  "elements": ["C", "C", "C", "C", "C", "C", "C", "C", "N", "Tc", "C", "P", "H", "H", "H", "H", "H", "H", "H", "H", "C", "C", "H", "C", "C", "H", "H", "H", "H", "H", "H", "H", "H", "H", "H", "H", "H", "H", "H", "S", "C", "N"],
  "positions_angstrom": [[2.16, -1.79, -1.96], [2.51, -0.59, -1.34], [1.74, -0.08, -0.29], [0.69, -0.86, 0.22], [0.25, -1.99, -0.48], [1.04, -2.49, -1.53], [2.05, 1.26, 0.29], [2.06, 2.38, -0.80], [0.86, 2.53, -1.57], [-0.13, -0.66, 2.16], [-1.02, -2.67, -0.07], [-1.86, -1.63, 1.24], [3.40, -0.04, -1.66], [0.74, -3.44, -1.98], [2.77, -2.18, -2.78], [-0.83, -3.66, 0.36], [-1.73, -2.77, -0.89], [1.35, 1.52, 1.10], [3.06, 1.24, 0.72], [2.24, 3.34, -0.29], [-3.03, -2.73, 2.05], [-2.91, -0.58, 0.19], [2.88, 2.17, -1.50], [0.74, 2.01, -2.89], [-0.25, 3.25, -1.01], [0.97, -1.60, 3.11], [0.98, 2.78, -3.65], [1.42, 1.16, -3.02], [-0.30, 1.68, -3.06], [-0.26, 4.30, -1.35], [-1.20, 2.79, -1.35], [-0.20, 3.23, 0.09], [-3.31, -1.17, -0.64], [-3.74, -0.21, 0.82], [-2.33, 0.26, -0.19], [-3.68, -3.23, 1.32], [-2.47, -3.46, 2.64], [-3.63, -2.11, 2.74], [0.23, -1.97, 3.24], [-0.52, 3.19, 4.85], [-0.40, 1.91, 3.93], [-0.32, 0.91, 3.24]]
}